This record from OMol25 describes a structure of composition C20H17N5S5V at a distorted geometry. The level of theory is wB97M-V/def2-TZVPD.

```
48
Properties=species:S:1:pos:R:3:nbo_charge:R:1
V 0.035 -0.030 -0.226 0.734
S 2.413 3.446 -1.504 -0.049
C 1.490 2.140 -1.229 -0.485
S 2.061 0.469 -1.304 -0.261
S -0.213 2.179 -0.800 -0.131
N -3.656 -0.336 1.889 -0.603
C -4.780 -0.227 1.067 0.227
C -6.040 -0.090 1.637 -0.249
C -7.170 0.007 0.841 -0.200
C -7.051 -0.022 -0.540 -0.224
C -5.795 -0.148 -1.113 -0.187
C -4.663 -0.260 -0.320 -0.260
S -3.096 -0.481 -1.093 0.514
N -2.003 -0.240 0.180 -0.665
C -2.353 -0.233 1.451 0.347
C -1.280 -0.124 2.370 0.072
C -1.384 -0.077 3.776 -0.204
C -0.259 0.032 4.539 -0.183
C 1.009 0.102 3.903 -0.235
C 1.063 0.059 2.543 0.039
N -0.039 -0.059 1.762 -0.484
H -3.813 -0.225 2.873 0.402
H -6.130 -0.061 2.717 0.208
H -8.142 0.110 1.304 0.219
H -7.926 0.057 -1.170 0.220
H -5.688 -0.164 -2.192 0.220
H -2.352 -0.127 4.256 0.207
H -0.332 0.069 5.617 0.223
H 1.920 0.199 4.474 0.229
H 2.005 0.121 2.009 0.226
N 0.536 -2.059 -3.168 -0.759
C 1.106 -2.420 -2.014 0.393
S 0.154 -2.485 -0.588 -0.184
N 2.404 -2.719 -2.033 -0.584
C 3.174 -3.153 -0.905 0.113
C 2.885 -4.365 -0.296 -0.203
C 3.647 -4.780 0.784 -0.204
C 4.700 -3.995 1.236 -0.204
C 4.988 -2.792 0.610 -0.217
C 4.221 -2.362 -0.463 -0.169
H -0.426 -1.768 -3.146 0.426
H 1.077 -1.873 -3.997 0.400
H 2.926 -2.489 -2.867 0.406
H 2.066 -4.968 -0.664 0.228
H 3.422 -5.720 1.269 0.218
H 5.296 -4.323 2.078 0.217
H 5.804 -2.175 0.962 0.220
H 4.414 -1.408 -0.937 0.235
```

Values from the calculation:
2S+1   2
Molar mass   538.7 g/mol
HOMO-LUMO gap (alpha / beta)   5.9 / 5.8 eV
E   -3981.12399 hartree
Strongest force on any atom   1.63 eV/Å
ΔE to the lowest compared entry with this formula, charge and spin   0.370 eV
E_LUMO (alpha / beta)   -0.53 / -0.63 eV